<1>
23
Properties=species:S:1:pos:R:3:lowdin_charge:R:1 method="wB97M-V/def2-TZVPD" homo_lumo_gap_ev="7.125 / 10.001" charge=0 e_homo_ev="-8.6309 / -10.1636" lumo_energy_ev="-1.5 / -0.2"
C -2.200 -1.001 -1.390 -0.218
C -1.589 -1.090 1.590 -0.205
C -1.446 1.772 0.056 -0.158
C 0.533 -0.861 -0.478 -0.042
C 2.345 1.445 -0.141 -0.077
O 3.052 -0.367 1.581 -0.383
O 3.738 -0.677 -0.847 -0.396
Si -1.184 -0.163 -0.023 0.499
S 3.490 0.188 0.298 0.588
H -1.740 -1.882 -1.860 0.022
H -3.197 -1.297 -1.007 0.028
H -2.225 -0.416 -2.381 0.052
H -1.318 -0.332 2.257 -0.030
H -2.779 -1.122 1.701 0.075
H -1.101 -2.051 1.929 0.053
H -0.625 2.420 0.203 -0.010
H -2.126 1.832 -0.829 0.032
H -2.076 1.989 0.935 0.027
H 0.731 -1.036 -1.530 0.010
H 1.200 -1.441 0.135 -0.008
H 2.213 1.578 -1.201 0.042
H 1.629 1.508 0.652 0.009
H 4.676 1.003 0.352 0.089

=====

<2>
23
Properties=species:S:1:pos:R:3:lowdin_charge:R:1 method="wB97M-V/def2-TZVPD" homo_lumo_gap_ev="8.230 / 6.652" charge=0 e_homo_ev="-7.6127 / -7.6691" lumo_energy_ev="0.6 / -1.0"
C 4.383 0.732 -1.309 -0.215
C -2.322 -2.849 0.518 -0.094
C -2.648 0.776 0.540 -0.090
C 3.169 1.385 -0.833 -0.049
C -1.519 -0.992 1.760 -0.581
O -1.360 -1.845 0.699 -0.301
O -2.610 -0.068 1.704 -0.204
Si 0.226 -0.146 1.698 0.521
S 1.703 -1.715 1.510 0.399
H 4.755 0.959 -2.292 0.044
H 5.353 1.187 -0.728 0.113
H 4.469 -0.339 -0.994 0.068
H -2.027 -3.410 -0.484 0.123
H -3.325 -2.520 0.220 0.087
H -2.195 -3.637 1.332 0.114
H -2.021 0.071 -0.144 0.105
H -2.104 1.646 0.747 0.048
H -3.701 0.929 0.131 0.113
H 2.522 0.851 -0.113 -0.009
H 2.997 2.343 -1.146 0.005
H -1.640 -1.448 2.723 0.119
H 0.352 0.501 3.009 -0.091
H 0.784 -2.526 1.010 -0.225

=====

Which of them is the most stable, and which is the least stable? <1> and <2>, in that order.

=====

<1>
19
Properties=species:S:1:pos:R:3:lowdin_charge:R:1 method="wB97M-V/def2-TZVPD" homo_lumo_gap_ev=9.360 charge=0 e_homo_ev=-8.4427 lumo_energy_ev=0.9
C -1.062 -1.759 0.459 -0.002
C -3.355 -0.360 -0.776 0.009
C 0.231 0.329 -1.468 0.064
C 0.219 -1.441 0.484 -0.156
C 0.862 -0.449 -0.333 -0.444
C 0.132 0.913 -0.304 -0.215
C 2.336 -0.354 -0.178 -0.062
C -0.355 2.028 0.512 -0.056
O -3.665 0.342 0.059 0.045
H -1.569 -2.396 1.160 0.049
H 0.268 0.441 -2.568 0.115
H -1.794 -1.265 -0.381 0.006
H 0.791 -1.785 1.319 0.100
H 2.737 0.191 0.606 0.043
H 2.972 -0.116 -1.107 0.111
H 2.690 -1.367 0.204 0.091
H 0.173 2.192 1.549 0.104
H -1.503 1.849 0.778 0.107
H -0.109 3.007 -0.014 0.090

=====

<2>
19
Properties=species:S:1:pos:R:3:lowdin_charge:R:1 method="wB97M-V/def2-TZVPD" homo_lumo_gap_ev=8.204 charge=0 e_homo_ev=-8.3805 lumo_energy_ev=-0.2
C 2.492 -0.824 -1.055 -0.098
C 1.355 0.039 -0.652 -0.024
C 0.110 -0.321 -0.129 -0.119
C -0.752 -1.483 -0.350 -0.317
O -0.306 -2.614 -0.632 0.070
C -2.060 -1.089 0.305 -0.123
C -1.919 0.290 0.710 -0.061
C -0.672 0.746 0.452 -0.262
C -0.387 2.198 0.787 -0.029
H 2.273 -1.781 -1.389 0.030
H 3.268 -0.969 -0.317 0.069
H 3.276 -0.405 -1.920 0.138
H 1.761 0.938 -0.326 0.075
H -2.172 -1.795 1.163 0.145
H -2.781 -1.281 -0.561 0.156
H -2.651 0.923 1.182 0.112
H -0.129 2.774 -0.054 0.061
H 0.481 1.974 1.512 0.121
H -1.187 2.682 1.275 0.057

=====

Which of them is the most stable, and which is the least stable? <2> and <1>, in that order.

=====

<1>
134
Properties=species:S:1:pos:R:3:lowdin_charge:R:1 method="wB97M-V/def2-TZVPD" homo_lumo_gap_ev=1.508 charge=+1 e_homo_ev=-11.4654 lumo_energy_ev=-10.0
Pb 22.705 36.695 34.068 1.520
O 21.403 32.708 30.921 0.088
C 20.974 31.626 30.407 -0.253
O 20.725 30.474 31.040 0.252
B 20.156 29.485 30.143 -0.841
O 20.233 30.124 28.794 0.254
C 20.513 31.391 28.932 -0.371
O 20.662 32.172 28.018 0.171
O 18.734 29.240 30.494 0.259
C 18.619 27.965 30.725 -0.348
O 17.616 27.327 31.057 0.157
C 20.011 27.275 30.595 -0.343
O 20.837 28.186 30.225 0.275
O 20.304 26.122 30.962 0.153
C 15.565 24.207 35.986 -0.110
C 14.212 23.654 35.501 -0.251
C 13.121 24.718 35.489 -0.194
C 12.472 24.931 36.782 -0.244
N 11.927 25.125 37.762 0.139
H 16.415 23.666 35.569 0.072
H 15.609 24.260 37.073 0.073
H 15.650 25.247 35.668 0.062
H 14.009 22.771 36.107 0.114
H 14.420 23.330 34.482 0.104
H 12.263 24.370 34.913 0.117
H 13.468 25.661 35.066 0.118
C 20.395 28.561 36.468 -0.105
C 19.196 29.521 36.349 -0.243
C 19.419 30.858 37.048 -0.189
C 20.598 31.596 36.565 -0.231
N 21.540 32.213 36.242 0.103
H 20.234 27.609 35.963 0.073
H 20.516 28.283 37.514 0.074
H 21.363 28.915 36.114 0.072
H 18.288 29.042 36.717 0.114
H 19.098 29.714 35.281 0.106
H 19.673 30.732 38.100 0.124
H 18.567 31.522 36.900 0.118
C 17.747 21.160 28.477 -0.118
C 16.796 22.102 29.148 -0.271
C 15.301 21.714 29.030 -0.184
C 15.048 20.428 29.731 -0.234
N 14.809 19.444 30.284 0.135
H 17.980 20.267 29.057 0.079
H 18.724 21.604 28.284 0.073
H 17.314 20.886 27.515 0.078
H 16.816 23.089 28.685 0.107
H 17.038 22.149 30.209 0.111
H 14.975 21.602 27.996 0.114
H 14.672 22.467 29.506 0.112
C 22.846 31.434 19.630 -0.083
C 21.719 31.816 20.696 -0.248
C 22.272 31.988 22.089 -0.218
C 23.104 30.873 22.536 -0.230
N 23.749 29.957 22.871 0.141
H 23.190 30.427 19.867 0.064
H 23.697 32.112 19.694 0.069
H 22.416 31.501 18.631 0.066
H 20.961 31.034 20.674 0.104
H 21.184 32.710 20.376 0.102
H 21.444 32.110 22.787 0.116
H 22.905 32.875 22.079 0.118
C 16.416 30.575 24.506 -0.106
C 15.447 30.858 25.674 -0.260
C 14.509 32.017 25.414 -0.204
C 13.681 32.500 26.550 -0.221
N 13.004 32.850 27.421 0.123
H 16.877 31.503 24.168 0.068
H 15.796 30.245 23.673 0.070
H 17.156 29.788 24.653 0.074
H 16.081 31.157 26.509 0.106
H 14.926 29.922 25.877 0.113
H 13.771 31.846 24.629 0.121
H 15.107 32.866 25.084 0.114
C 15.354 38.336 28.620 -0.120
C 16.488 37.401 28.302 -0.249
C 17.177 37.616 26.887 -0.169
C 17.703 38.995 26.661 -0.224
N 18.090 40.096 26.508 0.129
H 14.413 37.949 28.230 0.073
H 15.434 39.292 28.101 0.073
H 15.149 38.449 29.684 0.074
H 16.303 36.352 28.533 0.106
H 17.274 37.700 28.996 0.092
H 16.494 37.342 26.083 0.112
H 18.062 36.984 26.812 0.104
C 24.670 22.318 37.048 -0.090
C 23.591 23.138 36.278 -0.252
C 22.258 22.417 36.142 -0.219
C 21.532 22.190 37.388 -0.226
N 20.926 21.966 38.366 0.134
H 25.524 22.916 37.367 0.070
H 25.018 21.543 36.365 0.069
H 24.253 21.773 37.895 0.067
H 23.922 23.265 35.247 0.103
H 23.371 24.095 36.753 0.105
H 22.432 21.472 35.627 0.122
H 21.627 23.052 35.519 0.116
C 14.969 32.728 32.626 -0.100
C 14.313 34.077 33.058 -0.237
C 15.077 34.750 34.206 -0.189
C 16.473 35.139 33.974 -0.233
N 17.588 35.417 33.841 0.104
H 15.861 32.903 32.024 0.068
H 14.342 32.174 31.928 0.073
H 15.102 32.125 33.524 0.072
H 13.263 33.874 33.270 0.110
H 14.284 34.681 32.151 0.105
H 14.961 34.174 35.124 0.123
H 14.671 35.732 34.450 0.116
C 24.473 36.714 26.013 -0.113
C 24.718 37.990 25.225 -0.269
C 23.437 38.652 24.777 -0.222
C 23.631 39.539 23.686 -0.244
N 23.804 40.261 22.789 0.153
H 25.375 36.353 26.507 0.068
H 24.180 35.854 25.410 0.077
H 23.762 36.893 26.819 0.068
H 25.318 37.760 24.344 0.114
H 25.302 38.721 25.785 0.114
H 23.083 39.232 25.629 0.127
H 22.720 37.888 24.479 0.128
C 25.057 23.598 30.050 -0.111
C 26.426 22.982 29.678 -0.246
C 27.319 22.636 30.907 -0.180
C 27.388 23.708 31.946 -0.223
N 27.489 24.549 32.730 0.129
H 24.536 23.753 29.106 0.070
H 25.078 24.550 30.581 0.066
H 24.489 22.990 30.754 0.072
H 26.934 23.640 28.973 0.102
H 26.301 22.094 29.059 0.102
H 28.322 22.383 30.562 0.109
H 26.969 21.697 31.335 0.111

=====

<2>
134
Properties=species:S:1:pos:R:3:lowdin_charge:R:1 method="wB97M-V/def2-TZVPD" homo_lumo_gap_ev=5.872 charge=+1 e_homo_ev=-12.2504 lumo_energy_ev=-6.4
Pb -29.340 1.638 -7.518 1.621
O -27.450 -6.490 -8.611 0.174
C -26.943 -5.420 -8.591 -0.369
O -27.361 -4.349 -7.905 0.223
B -26.367 -3.286 -8.035 -0.926
O -25.397 -3.739 -9.023 0.207
C -25.680 -4.998 -9.373 -0.370
O -25.140 -5.656 -10.201 0.174
O -25.762 -2.874 -6.781 0.258
C -26.152 -1.663 -6.482 -0.375
O -25.795 -1.006 -5.549 0.139
C -27.040 -1.161 -7.660 -0.358
O -27.101 -2.089 -8.547 0.277
O -27.544 -0.057 -7.755 -0.150
C -30.306 -8.794 -7.271 -0.102
C -31.592 -9.184 -8.015 -0.242
C -32.652 -9.636 -7.012 -0.193
C -33.182 -8.607 -6.129 -0.234
N -33.570 -7.769 -5.449 0.143
H -29.543 -8.369 -7.919 0.058
H -29.904 -9.669 -6.757 0.072
H -30.552 -8.049 -6.510 0.055
H -31.345 -9.972 -8.725 0.107
H -31.928 -8.324 -8.598 0.110
H -32.107 -10.297 -6.324 0.121
H -33.425 -10.248 -7.474 0.119
C -23.863 2.037 -8.203 -0.083
C -23.692 1.115 -6.962 -0.237
C -22.683 -0.009 -7.182 -0.195
C -21.274 0.362 -7.017 -0.229
N -20.181 0.672 -6.870 0.158
H -24.929 2.125 -8.429 0.049
H -23.463 1.543 -9.090 0.069
H -23.414 3.019 -8.088 0.071
H -24.646 0.712 -6.646 0.061
H -23.265 1.794 -6.219 0.103
H -22.806 -0.584 -8.099 0.093
H -22.800 -0.761 -6.390 0.118
C -30.387 -5.782 -4.344 -0.107
C -29.320 -5.007 -5.089 -0.247
C -29.428 -3.480 -4.967 -0.191
C -30.746 -2.883 -5.175 -0.250
N -31.762 -2.378 -5.348 0.141
H -31.390 -5.624 -4.759 0.068
H -30.569 -5.570 -3.287 0.080
H -30.174 -6.847 -4.446 0.068
H -29.241 -5.326 -6.128 0.104
H -28.342 -5.307 -4.702 0.097
H -28.775 -3.126 -5.773 0.092
H -29.016 -3.160 -4.010 0.114
C -25.110 -7.245 -13.430 -0.095
C -26.292 -8.152 -13.126 -0.248
C -27.044 -7.763 -11.846 -0.181
C -27.709 -6.453 -11.948 -0.242
N -28.236 -5.432 -11.966 0.151
H -24.893 -7.287 -14.500 0.075
H -24.225 -7.534 -12.869 0.079
H -25.361 -6.196 -13.257 0.049
H -25.972 -9.188 -12.987 0.109
H -27.003 -8.228 -13.950 0.111
H -26.382 -7.783 -10.984 0.102
H -27.936 -8.374 -11.671 0.124
C -23.402 -5.628 -2.865 -0.109
C -23.069 -5.387 -4.324 -0.239
C -24.290 -5.304 -5.238 -0.190
C -25.301 -6.362 -5.280 -0.207
N -26.121 -7.160 -5.308 0.169
H -23.881 -6.584 -2.639 0.076
H -24.162 -4.910 -2.531 0.074
H -22.568 -5.488 -2.179 0.074
H -22.288 -6.012 -4.751 0.109
H -22.701 -4.356 -4.338 0.108
H -23.923 -5.126 -6.255 0.100
H -24.868 -4.384 -5.106 0.103
C -26.401 0.441 -1.294 -0.103
C -26.866 -0.124 -2.624 -0.238
C -28.238 0.506 -2.947 -0.148
C -28.738 0.203 -4.289 -0.156
N -29.174 -0.043 -5.329 0.114
H -25.412 0.070 -1.025 0.084
H -27.061 0.165 -0.464 0.085
H -26.368 1.528 -1.176 0.068
H -26.957 -1.207 -2.563 0.119
H -26.146 0.071 -3.416 0.087
H -28.271 1.593 -2.854 0.119
H -28.904 0.082 -2.193 0.140
C -20.346 -2.839 -9.434 -0.082
C -21.654 -3.088 -8.639 -0.254
C -22.165 -4.502 -8.844 -0.193
C -21.385 -5.553 -8.193 -0.225
N -20.759 -6.369 -7.693 0.155
H -20.470 -3.153 -10.468 0.079
H -19.544 -3.396 -8.947 0.078
H -20.092 -1.783 -9.351 0.067
H -22.287 -2.327 -9.102 0.086
H -21.521 -2.843 -7.585 0.107
H -22.322 -4.708 -9.904 0.126
H -23.163 -4.681 -8.430 0.080
C -27.075 -10.020 -7.989 -0.128
C -26.076 -11.170 -7.953 -0.250
C -26.621 -12.391 -7.217 -0.195
C -27.971 -12.807 -7.542 -0.237
N -29.053 -13.103 -7.784 0.145
H -27.396 -9.785 -6.971 0.070
H -27.962 -10.238 -8.593 0.066
H -26.777 -9.057 -8.409 0.054
H -25.193 -10.784 -7.442 0.109
H -25.746 -11.369 -8.975 0.107
H -26.637 -12.111 -6.156 0.124
H -25.883 -13.193 -7.226 0.119
C -25.415 -3.103 -13.606 -0.111
C -24.728 -2.384 -12.455 -0.228
C -25.756 -1.507 -11.708 -0.166
C -25.417 -0.079 -11.818 -0.235
N -25.114 1.026 -11.898 0.129
H -25.788 -2.459 -14.408 0.081
H -26.283 -3.658 -13.239 0.057
H -24.802 -3.827 -14.149 0.071
H -23.850 -1.843 -12.809 0.111
H -24.349 -3.142 -11.766 0.092
H -25.805 -1.871 -10.686 0.085
H -26.760 -1.492 -12.139 0.125
C -26.953 4.987 -2.910 -0.089
C -25.758 4.255 -3.507 -0.236
C -25.799 4.132 -5.034 -0.153
C -26.604 3.138 -5.696 -0.128
N -27.223 2.310 -6.192 0.089
H -27.839 4.496 -3.336 0.066
H -27.047 6.032 -3.197 0.084
H -26.988 4.839 -1.834 0.082
H -25.583 3.266 -3.075 0.104
H -24.851 4.761 -3.167 0.122
H -24.758 4.116 -5.373 0.137
H -26.081 5.088 -5.501 0.145

=====

Which of them is the most stable, and which is the least stable? <2> and <1>, in that order.

=====

<1>
15
Properties=species:S:1:pos:R:3:lowdin_charge:R:1 method="wB97M-V/def2-TZVPD" homo_lumo_gap_ev=9.621 charge=+1 e_homo_ev=-13.2811 lumo_energy_ev=-3.7
C -1.857 -0.617 0.412 -0.179
C 3.460 0.087 -0.557 -0.036
C 2.253 -0.306 -0.147 -0.556
N -2.189 0.073 -0.657 -0.005
N -1.700 -0.112 1.589 0.239
O -2.549 1.444 -0.475 0.051
Cl 0.818 -0.165 -1.239 0.527
H 3.551 0.551 -1.526 0.073
H -1.704 -1.663 0.301 0.161
H 4.060 0.124 0.291 0.050
H 1.913 -1.054 0.683 0.092
H -2.392 -0.420 -1.495 0.162
H -1.194 -0.755 2.093 0.107
H -1.630 0.906 1.665 0.162
H -1.961 1.827 -1.182 0.152

=====

<2>
15
Properties=species:S:1:pos:R:3:lowdin_charge:R:1 method="wB97M-V/def2-TZVPD" homo_lumo_gap_ev=9.328 charge=+1 e_homo_ev=-13.0188 lumo_energy_ev=-3.7
C 1.844 -0.433 -0.154 -0.721
C -0.602 0.718 -1.098 -0.024
C -0.152 0.131 0.213 -0.480
N -0.143 0.864 1.322 0.143
N -0.825 -1.190 0.287 0.248
O 2.056 -1.421 -0.778 0.031
Cl 2.997 0.708 0.379 0.746
H -1.656 0.998 -1.036 0.098
H -0.225 1.662 -1.342 0.076
H -0.637 0.102 -2.066 0.139
H 0.280 0.530 2.127 0.096
H -0.030 1.834 1.176 0.117
H -1.862 -1.087 0.457 0.211
H -0.387 -1.695 1.049 0.173
H -0.659 -1.722 -0.536 0.148

=====

Which of them is the most stable, and which is the least stable? <2> and <1>, in that order.